1.
129
Properties=species:S:1:pos:R:3:forces:R:3:mulliken_charge:R:1 method="wB97M-V/def2-TZVPD" total_charge=+1 orbital_gap_ev=7.5 homo_ev=-10.5847 lumo_energy_ev=-3.105 multiplicity=1
C -1.3179 -0.5501 -5.3008 -0.60 -0.30 1.81 -1.120
C -1.6000 0.1681 -4.0980 0.70 0.88 -1.87 -0.195
C -1.0425 -0.1192 -2.6342 -1.42 -3.00 -1.39 1.375
C -0.2595 -1.5531 -2.7502 1.01 -0.47 0.87 -1.128
N -1.1751 -2.7032 -3.0025 0.27 0.19 0.72 -0.550
N -2.1274 -0.3626 -1.6715 1.19 1.82 0.80 0.160
C -2.7214 0.8394 -1.0344 -1.85 -0.92 0.21 -2.070
C -3.6602 0.1468 0.1170 -0.08 -0.28 0.56 -0.968
C -3.7852 1.6369 -1.9711 -0.85 -0.31 -0.65 -0.665
C -4.6963 0.6494 -2.8892 -1.36 0.88 0.27 -0.357
C -6.1733 1.3426 -2.9965 0.80 -0.26 -0.52 -1.007
C -7.0685 1.1400 -1.6842 -0.45 1.73 -0.73 -0.058
C -8.0924 2.4082 -1.6313 0.18 0.23 -0.09 -0.625
O -9.3149 2.1621 -2.3803 0.14 0.47 1.79 -0.331
C -10.4199 1.8937 -1.4787 -0.86 -1.15 -0.31 -0.606
C -1.5898 1.8429 -0.3730 -2.30 -1.27 0.30 1.279
C -2.4440 3.1042 0.0998 -0.48 1.45 1.16 -0.594
C -1.8517 3.9960 1.2981 0.21 1.07 0.24 -0.964
C -1.4399 5.4995 0.7974 -0.33 -0.71 1.48 -0.311
C -2.7170 6.4619 1.0827 0.35 -0.59 -1.70 -0.768
S -2.2440 8.2758 1.1463 -0.42 0.26 -1.25 -0.151
C -2.4675 8.9707 -0.5386 -0.15 1.09 -0.64 0.360
N -2.4097 10.3324 -0.9523 -0.57 -6.34 0.16 -0.326
N -2.6188 10.2289 -2.3126 -0.47 -4.65 -1.75 -0.282
C -2.7842 8.8796 -2.7093 0.52 3.43 2.44 0.002
O -2.7140 8.0207 -1.5565 0.56 4.02 -0.45 -0.122
P -0.9342 0.7847 1.1099 -1.21 -0.79 2.46 0.373
N -1.6992 1.0655 2.4845 0.36 -0.48 -1.32 -0.854
N -0.4661 2.1585 -1.3853 0.97 -0.36 0.56 1.553
N -0.8087 3.0513 -2.3787 -0.11 1.38 -1.87 -0.446
C 0.7654 2.7442 -0.6809 0.71 -0.53 2.09 -0.188
S 1.6729 4.1060 -1.5273 6.28 5.34 2.33 0.948
O 3.1620 3.8496 -1.3361 -4.42 -0.97 -0.81 -0.591
O 1.4042 5.4758 -0.9225 -1.31 -4.09 -1.78 -0.577
C 0.0559 0.8834 -2.0567 0.69 -2.68 -1.20 -1.068
C 1.1766 1.1086 -3.1653 2.12 -0.15 -0.13 -0.988
C 2.6707 0.7479 -2.6351 2.02 1.00 -1.41 0.072
N 3.7136 1.0878 -3.3704 -2.72 -1.12 2.35 -0.675
H -1.6370 -1.6582 -5.3275 2.04 1.38 0.42 0.256
H -0.8266 -0.1224 -6.2379 -2.18 0.00 0.92 0.267
H -2.2594 1.1126 -4.2247 2.11 -0.60 0.10 0.159
H 0.3062 -1.8052 -1.7678 -0.70 1.02 -1.23 0.183
H 0.5267 -1.5637 -3.5724 -1.14 0.24 0.96 0.511
H -0.5732 -3.5455 -3.0723 -0.58 0.73 -0.16 0.320
H -1.7345 -2.8767 -2.1464 0.50 0.17 -0.69 0.225
H -2.8190 -1.0632 -1.9480 0.38 0.66 -0.18 0.878
H -4.6891 -0.1484 -0.2908 1.59 0.59 0.27 0.461
H -3.8351 0.8039 1.0225 0.21 -0.70 -1.18 0.317
H -3.1936 -0.8381 0.5021 -0.60 1.64 -0.67 0.147
H -4.5670 2.2212 -1.3518 1.58 -0.92 -0.69 0.465
H -3.3105 2.4003 -2.6699 -0.51 -0.96 0.93 0.114
H -4.8745 -0.3681 -2.4050 0.58 1.20 -0.80 0.208
H -4.3318 0.5591 -3.9620 -0.12 -0.17 1.57 0.311
H -5.9492 2.4585 -3.2069 -0.61 -1.62 0.54 0.250
H -6.7099 0.9701 -3.9463 0.73 0.42 1.60 0.442
H -7.6830 0.1673 -1.7093 1.14 1.46 0.14 0.345
H -6.4141 1.2321 -0.7545 -0.84 -0.43 -1.12 0.033
H -8.3374 2.7195 -0.5557 0.29 -0.65 -1.38 0.412
H -7.6167 3.3412 -2.1223 -0.51 -1.58 0.73 0.242
H -10.4802 2.5988 -0.5843 0.36 -0.93 -1.13 0.284
H -10.3431 0.7842 -1.1637 -0.19 1.75 -0.01 0.239
H -11.4153 1.9836 -2.0401 1.62 0.00 0.54 0.241
H -3.5002 2.8195 0.4743 2.03 -0.29 -0.84 0.322
H -2.7010 3.8507 -0.7470 0.67 -1.50 0.99 0.335
H -0.9838 3.5069 1.8747 -1.32 0.60 -0.98 0.394
H -2.6608 4.1803 2.1021 1.27 -0.74 -1.29 0.472
H -0.5360 5.8185 1.4380 -1.43 -0.20 -1.22 0.306
H -1.1415 5.4742 -0.3015 -0.37 0.42 1.44 0.160
H -3.4646 6.2757 0.2225 0.95 0.50 1.51 0.291
H -3.2295 6.2439 2.0749 0.86 0.33 -1.25 0.496
H -2.9444 8.4352 -3.7480 0.22 0.85 1.94 0.319
H 0.4602 0.9773 1.3678 -0.27 0.16 -0.98 0.165
H -1.0682 -0.6022 0.7023 0.57 1.11 -0.32 0.048
H -2.1652 0.1934 2.7738 0.13 0.60 -0.03 0.323
H -1.0713 3.9966 -2.1145 -0.21 -0.53 0.39 0.110
H -1.2445 2.6788 -3.2193 -0.02 -0.22 0.57 0.109
H 1.5649 1.9448 -0.4456 -1.32 1.20 -0.85 0.142
H 0.5117 3.1476 0.3729 0.09 -0.13 -1.93 0.375
H 1.4698 4.2230 -2.8941 -0.48 -0.72 0.84 0.205
H 0.5733 0.2343 -1.2468 -1.12 1.35 -0.88 0.175
H 1.2703 2.1564 -3.5969 -0.41 -1.32 0.65 0.306
H 1.0756 0.4260 -4.0921 -0.44 1.09 1.69 0.635
H 2.8731 0.2215 -1.6410 -0.86 0.53 -1.08 0.056
H 4.5825 0.7933 -2.8737 -0.74 0.23 -0.49 0.365
C 5.5941 -4.5108 1.3633 -0.06 0.11 0.04 -0.803
C 4.7877 -4.5038 0.0774 0.20 -0.12 0.10 -0.607
O 3.6755 -3.6132 0.1075 -0.34 0.15 -0.09 -0.346
C 3.9760 -2.2413 0.3128 0.09 -0.13 -0.02 0.065
C 4.8735 -1.6456 -0.7585 0.08 -0.05 -0.13 -1.387
H 4.9571 -4.7689 2.2137 0.08 -0.02 -0.06 0.227
H 6.4058 -5.2393 1.2995 -0.08 0.07 0.04 0.469
H 6.0371 -3.5354 1.5727 0.10 -0.08 -0.01 0.231
H 4.3777 -5.5034 -0.0885 -0.18 0.20 -0.03 0.359
H 5.4233 -4.2853 -0.7878 0.02 0.05 0.04 0.320
H 4.3989 -2.0922 1.3110 0.09 0.05 -0.02 0.316
H 3.0170 -1.7106 0.3035 -0.07 -0.20 0.02 0.120
H 5.8517 -2.1290 -0.7875 -0.03 0.11 0.05 0.388
H 5.0331 -0.5795 -0.5716 0.01 -0.04 0.04 0.390
H 4.4203 -1.7657 -1.7475 0.01 -0.01 0.05 0.301
C 6.9047 -6.4292 6.1181 0.01 0.09 0.12 -1.117
C 7.2481 -6.3051 4.6446 0.03 0.01 0.05 -0.314
O 7.4073 -4.9599 4.2083 -0.15 0.05 -0.16 -0.346
C 8.4317 -4.2085 4.8470 0.08 0.02 -0.02 -0.347
C 9.8188 -4.8008 4.6742 0.05 -0.17 -0.03 -1.082
H 5.9914 -5.8728 6.3467 0.04 -0.08 -0.04 0.299
H 6.7532 -7.4779 6.3862 0.00 0.09 -0.04 0.393
H 7.6964 -6.0324 6.7562 0.01 -0.10 -0.01 0.264
H 6.4293 -6.7258 4.0543 0.06 0.21 -0.07 0.324
H 8.1393 -6.8911 4.3950 0.02 0.01 0.09 0.339
H 8.1917 -4.0647 5.9050 0.05 -0.06 0.05 0.318
H 8.4150 -3.2138 4.3910 -0.18 -0.16 -0.05 0.313
H 9.8973 -5.7932 5.1232 0.03 0.08 0.06 0.266
H 10.5681 -4.1604 5.1464 -0.08 -0.03 -0.05 0.395
H 10.0625 -4.9024 3.6129 -0.02 0.06 0.08 0.293
C 1.8363 -2.5557 3.4365 0.02 0.04 -0.22 -0.440
C 0.7365 -3.4072 4.0454 0.07 0.01 0.05 -0.451
O -0.4980 -3.3321 3.3400 -0.18 0.15 -0.05 -0.466
C -0.4712 -3.7512 1.9840 -0.04 -0.09 0.11 0.354
C -0.0489 -5.1977 1.8009 0.11 -0.12 0.07 -1.306
H 1.5234 -1.5084 3.3810 0.01 -0.04 0.11 0.193
H 2.7448 -2.6190 4.0408 -0.09 0.02 -0.03 0.443
H 2.0866 -2.8761 2.4226 0.09 -0.10 0.06 -0.181
H 0.5342 -3.0521 5.0590 -0.20 -0.03 -0.15 0.362
H 1.0526 -4.4512 4.1432 0.06 0.04 -0.08 0.309
H 0.1583 -3.0766 1.3924 0.17 -0.04 -0.07 -0.138
H -1.4911 -3.6324 1.6029 0.01 0.07 0.23 0.332
H 0.9694 -5.3726 2.1538 -0.01 0.04 -0.13 0.252
H -0.0886 -5.4758 0.7444 0.00 0.03 0.08 0.410
H -0.7088 -5.8632 2.3641 0.01 0.09 -0.08 0.330

***

2.
161
Properties=species:S:1:pos:R:3:forces:R:3:mulliken_charge:R:1 method="wB97M-V/def2-TZVPD" total_charge=+1 orbital_gap_ev=6.6 homo_ev=-11.3651 lumo_energy_ev=-4.775 multiplicity=1
C 3.2678 -4.8142 3.3508 0.74 0.65 0.00 -1.043
C 3.2546 -3.2087 3.6451 -1.21 -0.87 -0.56 0.169
C 2.0541 -2.5636 2.7430 1.02 -0.88 1.48 -0.702
C 2.4614 -2.6134 1.1991 -1.16 -0.97 -0.56 -1.005
C 2.7346 -1.1812 0.4654 -1.08 0.00 2.79 1.081
C 1.5411 -0.1516 0.8444 -0.81 -0.39 0.08 -1.180
N 2.5469 -1.5142 -1.0211 1.71 -1.72 -0.17 0.989
C 1.1721 -1.6622 -1.5660 -4.70 0.12 -2.83 -1.143
O 0.0656 -2.1930 -0.8450 1.71 -0.37 0.06 -0.144
C -0.4614 -3.4283 -1.4632 -1.18 -0.82 -0.49 -0.088
C -1.6916 -3.9003 -0.5554 0.78 0.43 0.23 -0.936
C 3.3881 -0.6887 -1.9491 5.01 0.55 1.39 -0.151
F 4.6234 -1.4551 -2.1175 -2.63 0.49 0.70 -0.429
S 2.9470 -0.6594 -3.7506 -3.64 -3.78 -8.50 1.462
O 1.6808 -0.0198 -4.1762 3.29 0.02 2.50 -0.607
O 2.9469 -2.0899 -4.2702 1.07 4.07 3.18 -0.616
F 4.1280 0.0259 -4.7475 -1.75 -0.74 3.01 -0.268
C 3.9226 0.7272 -1.3084 0.43 0.57 -0.47 0.366
Cl 5.5082 1.0505 -2.2880 -0.71 0.18 -0.06 0.034
C 2.8823 1.8453 -1.7412 -1.08 1.06 -0.34 -0.542
C 2.3873 2.9394 -0.6895 -0.87 0.02 1.09 -0.093
C 0.8234 3.3706 -0.8832 -0.42 -0.85 0.42 -0.886
C -0.0226 3.1320 0.4810 -0.85 -0.44 -0.44 -0.015
O 0.6196 3.7115 1.6482 -0.81 -1.14 0.79 -0.310
C -0.1097 3.4610 2.8433 -2.43 3.08 2.26 0.544
C -0.1686 2.0811 3.6331 0.32 -0.86 0.00 -0.124
O -0.7397 4.4266 3.3553 2.62 -3.63 -2.17 -0.556
N 4.3977 0.6617 0.0708 -1.21 -1.46 -0.34 1.568
C 5.0488 1.8454 0.6139 0.79 3.50 -0.32 -1.436
C 6.5892 1.8147 1.0293 1.44 0.46 1.00 0.454
O 7.3399 2.8436 0.2789 -0.60 -2.15 -0.83 -0.354
C 6.8646 2.2121 2.5958 -0.26 0.47 0.21 -0.802
N 7.7195 3.4620 2.6793 0.06 -1.36 0.63 -0.512
C 4.2111 -0.5652 0.8336 -0.33 0.49 1.24 -1.431
Br 4.0933 0.0542 2.8007 -2.72 0.88 -0.79 -0.034
C 5.4306 -1.5823 1.0601 2.78 -1.22 0.59 0.043
Cl 6.4504 -1.2189 2.6259 -0.21 -1.04 -0.67 -0.037
C 6.6197 -1.7238 -0.0337 0.21 -1.85 -0.77 0.035
C 6.5442 -3.2387 -0.6366 -0.06 0.72 -0.47 -1.122
Cl 8.3583 -1.7132 0.6703 -0.83 0.26 -1.31 -0.114
H 4.3571 -5.1032 3.0957 -1.81 0.10 0.60 0.233
H 2.6414 -5.0787 2.4351 0.73 0.29 1.25 0.249
H 2.8881 -5.3838 4.2609 0.60 0.64 -1.32 0.321
H 4.2825 -2.8303 3.3379 -1.49 -0.07 0.73 -0.263
H 3.0172 -3.0251 4.7560 0.62 -0.15 -1.99 0.458
H 1.1493 -3.2470 2.9736 1.35 1.12 -0.79 0.441
H 1.7740 -1.5442 3.1600 0.47 -1.14 -0.96 0.079
H 1.5583 -3.1759 0.7377 1.26 1.57 0.13 0.210
H 3.2834 -3.3938 0.9481 -0.82 1.50 0.77 0.048
H 0.6551 -0.8055 1.1992 1.32 1.12 -0.92 0.636
H 1.2088 0.5162 -0.0236 0.54 -1.19 1.06 -0.390
H 1.7310 0.5585 1.6979 0.42 -1.01 -1.04 0.275
H 2.9632 -2.4796 -1.0767 -0.12 0.80 -0.20 0.783
H 1.2040 -2.3916 -2.4667 0.85 1.78 1.03 0.833
H 0.8001 -0.6121 -1.8782 1.06 -1.64 0.32 -0.100
H -0.8458 -3.1907 -2.5289 0.62 -0.12 1.67 0.380
H 0.3596 -4.2250 -1.5847 -1.06 1.15 0.47 0.302
H -2.5007 -4.3948 -1.1827 1.20 0.68 0.90 0.137
H -2.1080 -2.9476 -0.0550 0.49 -1.57 -0.84 0.271
H -1.3203 -4.6073 0.2676 -0.61 1.03 -1.20 0.291
H 1.8909 1.3130 -2.0194 1.73 0.76 0.03 0.061
H 3.3182 2.4130 -2.6462 -0.93 -1.25 1.19 0.464
H 2.4159 2.4518 0.3586 0.28 1.06 -1.58 -0.339
H 2.9732 3.9218 -0.6998 -0.45 -1.73 0.09 0.615
H 0.7023 4.4372 -1.2613 0.28 -1.38 0.70 0.465
H 0.3010 2.6937 -1.6625 0.82 1.03 1.12 0.242
H -0.1874 2.0098 0.6961 0.37 1.49 -0.57 0.166
H -1.0805 3.5844 0.4150 1.63 -0.53 -0.24 0.186
H 0.3151 1.1969 3.0983 -0.57 1.30 0.52 -0.166
H -1.2491 1.7601 3.8842 1.59 0.94 -0.67 0.235
H 0.3639 2.1630 4.6547 -0.75 0.28 -1.75 0.302
H 5.0223 2.6711 -0.2060 0.15 -1.70 1.09 0.454
H 4.4857 2.4375 1.4371 0.51 -1.71 -1.08 0.571
H 7.1552 0.8503 0.8364 -1.24 0.80 0.20 0.045
H 7.7030 2.3239 -0.4783 -0.34 0.88 0.63 0.325
H 5.8568 2.4331 3.1154 1.65 -0.49 -0.74 0.235
H 7.4454 1.4005 3.1515 -1.35 0.58 -0.93 0.206
H 7.6317 3.8239 3.6413 -0.01 -0.20 -0.62 0.240
H 8.6914 3.0935 2.6319 -0.81 0.74 -0.09 0.256
H 5.1684 -2.6671 1.3348 -0.33 1.93 -0.70 0.091
H 6.6640 -0.9391 -0.8496 -0.39 -0.98 1.20 0.255
H 5.4704 -3.4945 -0.9851 1.65 0.37 0.58 -0.053
H 7.2408 -3.2724 -1.5377 -0.98 -0.08 1.14 0.458
H 6.9087 -4.0153 0.1215 -0.69 1.30 -0.95 0.456
C -3.8016 4.0544 2.0248 -0.13 0.41 -0.04 -0.397
N -4.6593 3.0255 2.6682 -0.28 0.01 0.01 0.973
O -5.8550 3.2499 2.7295 0.61 -0.34 0.08 -0.555
O -4.0979 2.0244 3.0905 -0.27 0.27 -0.12 -0.597
H -4.4286 4.8828 1.6988 0.09 -0.31 0.12 0.350
H -3.0767 4.3884 2.7668 0.02 -0.13 -0.11 0.173
H -3.3094 3.5854 1.1735 0.00 -0.02 0.16 0.138
C -6.4277 -4.4479 -2.8519 0.01 -0.14 0.16 -0.752
N -5.0610 -4.5877 -2.2827 -0.06 -0.08 0.05 0.918
O -4.8811 -5.4744 -1.4649 0.22 0.51 -0.36 -0.525
O -4.2130 -3.8005 -2.6773 -0.15 -0.37 0.21 -0.536
H -7.0678 -5.2060 -2.4143 0.44 0.10 -0.04 0.314
H -6.7859 -3.4497 -2.6040 0.11 -0.07 -0.14 0.286
H -6.3499 -4.5841 -3.9297 -0.01 0.12 0.11 0.295
C 4.9677 -7.0663 -1.6494 -0.14 -0.18 -0.31 -0.802
N 4.5826 -6.3993 -0.3781 0.03 -0.01 0.19 0.894
O 3.3994 -6.1391 -0.2147 0.47 0.19 0.06 -0.505
O 5.4794 -6.1591 0.4115 -0.58 0.00 -0.30 -0.479
H 4.0736 -7.2169 -2.2515 0.08 0.05 0.18 0.317
H 5.6731 -6.4134 -2.1624 0.04 -0.12 0.15 0.281
H 5.4261 -8.0208 -1.3939 0.08 0.17 0.00 0.323
C -10.6529 -4.8262 -1.4643 -0.09 0.35 0.10 -0.719
N -9.7935 -5.6619 -2.3428 -0.08 -0.19 -0.11 0.868
O -9.0020 -5.0825 -3.0734 -0.72 -0.43 0.13 -0.560
O -9.9414 -6.8678 -2.2702 0.24 0.60 -0.15 -0.492
H -10.4140 -3.7780 -1.6341 0.03 -0.19 -0.05 0.309
H -11.6898 -5.0332 -1.7263 0.12 -0.11 0.11 0.281
H -10.4415 -5.1083 -0.4336 -0.12 -0.10 -0.13 0.305
C -11.5079 -9.4032 -4.1016 0.36 0.00 0.21 -0.618
N -12.9671 -9.1601 -3.9525 -0.31 -0.05 -0.11 0.889
O -13.3489 -8.6615 -2.9048 -0.02 -0.13 -0.51 -0.550
O -13.6798 -9.4786 -4.8925 0.29 0.18 0.78 -0.508
H -11.0009 -9.0754 -3.1961 -0.21 -0.02 -0.08 0.256
H -11.3684 -10.4726 -4.2557 -0.07 0.13 -0.13 0.296
H -11.1661 -8.8315 -4.9627 -0.10 -0.19 0.02 0.262
C 6.2521 -2.3497 7.1764 0.29 0.14 0.14 -0.691
N 4.8853 -2.9045 7.3567 -0.26 -0.07 0.38 0.861
O 4.4009 -2.8486 8.4724 0.10 -0.08 -0.67 -0.508
O 4.3468 -3.3775 6.3668 0.32 0.14 0.61 -0.542
H 6.6040 -1.9665 8.1323 -0.15 -0.09 -0.10 0.316
H 6.8915 -3.1591 6.8261 -0.12 0.11 -0.09 0.278
H 6.1874 -1.5496 6.4398 0.01 -0.18 -0.03 0.227
C -5.2201 8.7749 1.4467 -0.34 0.14 -0.16 -0.846
N -4.3624 7.9283 0.5775 -0.06 0.09 -0.04 0.990
O -3.5461 8.4960 -0.1307 -0.17 -0.50 0.19 -0.504
O -4.5372 6.7219 0.6357 0.26 0.58 -0.30 -0.660
H -4.9560 9.8185 1.2913 0.02 -0.23 -0.07 0.270
H -6.2564 8.5927 1.1627 0.12 -0.14 0.04 0.315
H -5.0351 8.4795 2.4766 -0.19 -0.13 -0.22 0.373
C -13.6547 -7.1564 -8.2712 -0.37 -0.17 0.00 -0.709
N -12.2915 -7.2986 -7.6971 0.27 -0.02 0.08 0.838
O -12.1182 -8.1884 -6.8804 0.14 0.53 -0.50 -0.500
O -11.4445 -6.5126 -8.0862 -0.32 -0.39 0.27 -0.528
H -14.2996 -7.9176 -7.8359 0.19 0.08 0.01 0.301
H -14.0133 -6.1584 -8.0225 0.12 -0.06 -0.13 0.295
H -13.5727 -7.2901 -9.3491 0.04 0.15 0.11 0.279
C -2.4657 10.9022 -2.3639 0.12 -0.19 -0.30 -0.626
N -2.9216 12.2067 -1.8172 -0.05 0.36 -0.04 0.868
O -2.8334 13.1809 -2.5444 -0.11 -0.38 0.47 -0.523
O -3.3525 12.2049 -0.6752 0.18 0.06 -0.46 -0.522
H -2.1099 11.0526 -3.3815 -0.08 0.11 0.17 0.322
H -1.6619 10.5410 -1.7239 -0.21 -0.03 0.03 0.235
H -3.3177 10.2239 -2.3494 0.14 0.03 0.18 0.239
C -1.5615 10.0730 3.1510 0.37 -0.01 -0.07 -0.722
N -2.8267 9.3545 3.4524 0.08 -0.04 0.16 0.889
O -2.7498 8.1649 3.7130 -0.34 0.46 -0.17 -0.477
O -3.8553 10.0099 3.4164 0.67 -0.16 0.45 -0.537
H -0.7339 9.3695 3.2195 -0.21 0.02 0.02 0.296
H -1.6445 10.4747 2.1415 -0.09 0.08 0.15 0.243
H -1.4530 10.8696 3.8860 -0.11 -0.01 -0.16 0.301
C 8.6197 5.6743 -0.2071 0.09 -0.11 -0.32 -0.363
N 8.1453 6.9804 0.3209 -0.02 0.29 0.05 0.862
O 8.2249 7.9472 -0.4198 -0.13 -0.31 0.41 -0.545
O 7.7095 6.9889 1.4595 0.18 0.11 -0.54 -0.519
H 8.9781 5.8170 -1.2252 -0.04 0.15 0.17 0.341
H 9.4251 5.3310 0.4405 -0.23 -0.04 0.04 0.232
H 7.7768 4.9856 -0.1878 0.17 0.03 0.26 -0.011